Entry from the OMol25 dataset: a 12-piece molecular cluster, C76H150Cl2N16O2 overall (wB97M-V/def2-TZVPD).

The geometry in XYZ format:
```
246
Properties=species:S:1:pos:R:3:forces:R:3:lowdin_charge:R:1
C 3.7189 6.0851 -0.1718 -0.180 -0.499 0.769 0.02
C 3.7067 5.5814 -1.6404 -0.426 0.587 -1.711 -0.41
C 5.0640 5.8246 -2.3225 0.168 -0.796 -1.035 -0.11
C 6.2075 4.8476 -1.9057 -1.532 0.942 -0.104 -0.11
C 5.7904 3.4148 -2.2996 -0.593 0.683 0.646 -0.10
C 4.4518 2.9796 -1.5797 0.798 -1.797 -1.627 -0.37
N 3.3795 4.0941 -1.7086 -6.126 -2.517 5.953 0.18
O 2.0914 3.6985 -1.2385 7.910 2.595 -3.569 0.08
C 4.7620 2.5914 -0.1082 -0.108 0.756 0.600 0.01
C 3.9214 1.6979 -2.3534 -0.472 1.153 -0.794 -0.01
C 2.5584 6.3616 -2.3608 -0.380 0.352 -0.058 -0.01
H 4.4362 5.6171 0.5024 0.094 -0.264 -0.319 0.09
H 2.7295 5.9962 0.2769 -0.077 -0.137 -0.101 0.07
H 3.9873 7.1413 -0.1527 -0.022 0.050 -0.530 0.13
H 5.2237 6.9017 -2.2720 0.524 -0.084 0.609 0.15
H 4.9777 5.6900 -3.4007 -0.477 -0.097 -0.222 0.13
H 6.2732 4.9701 -0.8246 0.675 -0.415 0.101 0.11
H 7.1259 5.1777 -2.3913 0.033 -0.232 0.189 0.14
H 6.5858 2.7272 -2.0123 -0.239 -0.188 0.151 0.14
H 5.6394 3.2457 -3.3657 0.162 0.552 -0.130 0.12
H 5.7899 2.2392 -0.0214 0.051 -0.113 -0.591 0.12
H 4.1461 1.7847 0.2892 -0.406 0.313 -0.168 0.06
H 4.7800 3.4565 0.5547 -0.405 -0.030 0.071 0.08
H 2.8728 1.4354 -2.2133 -0.001 0.110 0.774 0.06
H 4.5268 0.7958 -2.2657 0.291 0.399 0.463 0.10
H 3.9428 1.9690 -3.4089 0.214 -0.091 -0.187 0.08
H 2.1861 6.0246 -3.3282 0.305 -0.928 0.079 0.09
H 2.8595 7.3660 -2.6587 0.606 0.094 0.572 0.12
H 1.6981 6.4891 -1.7038 0.046 -0.167 0.035 0.05
C 0.5126 -1.3545 1.6647 0.887 0.394 -0.304 -0.01
C 0.1362 -0.4948 0.4283 -0.532 -2.540 0.096 -0.42
C 0.7308 -1.0817 -0.8525 0.537 -0.613 -1.106 -0.11
C 0.1227 -0.6796 -2.2167 0.957 0.393 0.705 -0.18
C -1.3056 -0.9997 -2.2411 -1.021 1.132 0.591 -0.15
C -2.0995 -0.3157 -1.0605 -0.579 -2.650 -1.046 -0.38
N -1.3796 -0.6730 0.2462 -4.417 5.151 5.929 0.15
O -2.1512 -0.3849 1.3569 4.690 -2.454 -6.392 0.12
C -3.4124 -1.0815 -1.0038 -1.334 -0.575 0.499 -0.03
C -2.3047 1.1897 -1.2482 0.532 0.909 0.839 -0.01
C 0.4492 0.9440 0.6349 0.224 1.559 0.542 -0.01
H 0.3043 -2.4169 1.5379 -0.516 0.010 -0.099 0.04
H 0.1525 -0.9654 2.6171 -0.374 0.048 -0.264 0.08
H 1.5979 -1.2929 1.7457 0.199 0.077 -0.121 0.07
H 0.6106 -2.1624 -0.7766 0.148 -0.220 0.102 0.10
H 1.8000 -0.8779 -0.9119 0.050 0.031 0.456 0.12
H 0.4333 -1.3041 -3.0542 1.308 0.178 0.213 0.12
H 0.3295 0.3665 -2.4429 0.024 0.122 -0.139 0.11
H -1.3313 -2.0892 -2.2614 -0.837 -0.086 0.484 0.12
H -1.6744 -0.6285 -3.1973 -0.627 -0.043 0.145 0.11
H -3.9506 -1.0845 -1.9516 0.394 0.213 -0.253 0.08
H -4.1678 -0.7843 -0.2763 0.278 0.769 0.177 0.07
H -3.2561 -2.1255 -0.7325 0.445 -0.193 -0.236 0.08
H -2.7578 1.4152 -2.2136 -0.023 -0.177 -0.162 0.05
H -1.4236 1.8213 -1.1347 0.397 -0.409 -0.530 0.07
H -2.9304 1.6760 -0.4998 -0.459 -0.662 0.170 0.07
H -0.1579 1.3762 1.4303 -0.428 0.117 -0.277 0.09
H 0.4404 1.5435 -0.2753 -0.302 -0.040 0.074 0.07
H 1.4490 1.0778 1.0480 0.303 -0.587 -0.188 0.09
C 3.7594 -0.2542 4.0283 1.075 0.912 0.555 -0.09
C 4.1081 1.1732 3.5243 -1.435 0.777 0.419 -0.19
C 2.9013 2.2094 3.5270 0.418 -0.541 -0.192 -0.17
C 2.5581 2.8493 4.8733 -0.260 0.129 0.582 -0.06
N 1.3581 3.8479 4.9296 -0.664 -0.914 -1.824 -0.18
C 1.0255 4.2819 6.3389 1.736 -0.150 0.748 -0.10
C 0.3829 3.0990 7.0181 -1.044 -0.499 -0.137 -0.12
C -0.3301 2.3255 5.8713 -0.330 -0.170 -0.083 -0.13
C 0.0295 3.0910 4.5596 0.124 0.604 1.753 -0.08
C 1.5197 5.0590 3.9740 0.359 -1.044 0.514 -0.14
C 2.6171 6.0162 4.3731 -0.568 1.424 -0.297 -0.20
C 2.3397 7.4410 3.7955 0.086 -0.179 0.083 -0.06
H 2.9278 -0.7778 3.5567 0.016 0.296 -0.427 0.04
H 3.5613 -0.2743 5.1000 -0.041 0.172 0.070 0.07
H 4.6855 -0.8163 3.9086 -0.171 -0.398 -0.056 0.09
H 4.4670 1.1294 2.4960 -0.083 -0.062 -0.048 0.06
H 4.9050 1.6772 4.0711 0.245 -0.587 0.291 0.12
H 2.0577 1.6134 3.1788 -0.361 0.314 -0.212 0.08
H 3.1765 2.9678 2.7941 -0.259 0.130 -0.108 0.09
H 3.3984 3.3812 5.3194 0.053 0.095 -0.178 0.15
H 2.3016 2.0489 5.5673 -0.093 0.131 0.121 0.13
H 0.4907 5.2290 6.2673 -0.455 -0.330 0.073 0.16
H 1.9250 4.4728 6.9243 0.328 0.407 -0.500 0.15
H -0.1969 3.4189 7.8838 -0.677 0.198 -0.459 0.14
H 1.0366 2.3931 7.5305 0.757 0.354 -0.420 0.12
H -1.4171 2.3167 5.9520 -0.001 0.137 0.129 0.11
H -0.0367 1.2782 5.9440 0.190 0.009 -0.501 0.10
H -0.7365 3.8651 4.5130 0.233 0.320 -0.149 0.12
H -0.0038 2.6053 3.5843 0.703 -0.264 0.256 0.10
H 0.5228 5.4930 3.8962 0.110 0.136 0.111 0.12
H 1.8531 4.6651 3.0139 -0.648 -0.300 -0.144 0.11
H 3.5244 5.6611 3.8846 0.352 0.035 0.693 0.11
H 2.7060 6.1443 5.4519 0.263 -0.335 -0.058 0.12
H 2.5475 7.4759 2.7261 0.155 0.061 -0.078 0.05
H 2.9523 8.1861 4.3033 0.262 -0.159 -0.195 0.10
H 1.3259 7.8209 3.9219 -0.231 -0.403 0.220 0.08
C 4.8459 -1.2453 0.4647 -0.065 -1.180 -0.683 -0.06
C 3.9940 -2.5416 0.3892 -1.014 0.202 -0.509 -0.25
C 3.9910 -3.3976 1.6241 -0.023 -1.276 1.657 -0.17
C 2.9007 -4.5608 1.7465 0.237 0.695 0.502 -0.07
N 3.1606 -5.6708 2.8011 0.336 0.878 -0.466 -0.18
C 4.3217 -6.5191 2.2552 0.146 1.130 -0.081 -0.09
C 4.2376 -7.8728 2.8801 -0.359 -0.152 0.980 -0.13
C 2.7426 -8.0473 3.1128 -1.776 1.085 0.889 -0.11
C 2.0093 -6.6778 2.9013 0.637 -0.434 -1.190 -0.09
C 3.5473 -5.0615 4.1827 -0.172 -0.014 -0.596 -0.09
C 2.3739 -4.5419 4.9851 0.694 -0.411 2.014 -0.22
C 2.8181 -3.5225 6.1072 -0.621 0.153 -1.016 -0.06
H 5.8677 -1.5665 0.6669 0.077 0.440 0.483 0.10
H 4.4702 -0.4759 1.1393 0.104 -0.359 0.342 0.04
H 4.9088 -0.7863 -0.5219 -0.155 -0.034 -0.159 0.05
H 4.3061 -3.1803 -0.4371 0.282 0.212 -0.215 0.12
H 2.9510 -2.3132 0.1702 -0.167 0.272 -0.176 0.06
H 3.8454 -2.7813 2.5113 0.047 0.221 0.040 0.08
H 4.9992 -3.8002 1.7214 0.019 -0.255 0.149 0.12
H 2.7381 -5.0575 0.7900 0.024 -0.132 0.133 0.11
H 1.9505 -4.1315 2.0642 -0.069 0.114 -0.229 0.09
H 5.1867 -5.8966 2.4841 0.342 -0.499 -0.266 0.14
H 4.1463 -6.5713 1.1807 0.183 0.032 -0.002 0.14
H 4.7004 -7.8871 3.8669 0.347 0.000 -0.175 0.13
H 4.6739 -8.6934 2.3105 0.029 0.332 -0.170 0.14
H 2.5299 -8.1668 4.1751 0.214 -1.315 -0.155 0.12
H 2.2291 -8.7518 2.4584 0.264 -0.340 0.481 0.13
H 1.2218 -6.4285 3.6125 0.636 0.193 0.401 0.12
H 1.4578 -6.7238 1.9623 0.373 0.510 -0.360 0.10
H 4.2495 -4.2371 4.0590 0.274 -0.398 -0.560 0.12
H 4.0142 -5.8591 4.7606 0.229 0.046 -0.279 0.15
H 2.1281 -5.3922 5.6212 -1.168 -0.156 -0.522 0.12
H 1.5635 -4.1741 4.3557 -0.143 -0.051 0.226 0.09
H 2.1662 -3.5559 6.9802 -0.154 -0.286 -0.144 0.08
H 2.7046 -2.5143 5.7088 0.499 0.211 0.080 0.04
H 3.8212 -3.7009 6.4945 0.067 0.024 -0.302 0.09
C 1.1026 -0.7873 -8.5582 -1.189 -0.180 1.547 0.00
C 1.3473 -0.7148 -6.9740 1.527 0.577 -1.806 -0.13
N 0.5429 0.2811 -6.2683 -1.567 3.282 -0.081 -0.06
C -0.8158 0.1804 -6.0829 -0.719 -0.278 0.118 -0.03
C -1.3343 1.3403 -5.5311 1.284 -1.156 0.437 0.01
N -0.2556 2.1767 -5.3615 1.742 -0.964 -1.704 -0.08
C 0.8493 1.5738 -5.9453 -1.204 -0.693 0.801 0.04
C -0.2714 3.5206 -4.7761 0.279 0.296 0.119 0.00
H 1.7722 -0.1161 -9.0959 -0.191 -0.020 0.163 0.09
H 0.0554 -0.5108 -8.6808 0.037 0.267 -0.520 0.07
H 1.1678 -1.7897 -8.9812 0.367 -0.018 0.345 0.09
H 2.3517 -0.2917 -6.9599 0.224 -0.507 0.703 0.12
H 1.2848 -1.6297 -6.3849 0.034 -0.051 -0.396 0.12
H -1.2727 -0.7123 -6.4837 -0.372 0.101 0.368 0.14
H -2.2730 1.5897 -5.0586 -0.195 -0.006 -0.438 0.13
H 1.7782 2.0563 -6.2112 0.048 0.014 0.378 0.17
H 0.4175 3.5616 -3.9324 0.127 -0.145 -0.031 0.08
H -1.2553 3.7721 -4.3800 -0.262 -0.241 -0.258 0.04
H 0.0415 4.2604 -5.5129 -0.132 -0.095 -0.072 0.11
C 1.6299 -4.8254 -2.6292 -0.681 0.233 0.377 -0.03
C 0.1695 -4.9284 -3.1149 0.254 -0.133 0.663 -0.19
N -0.2308 -6.2445 -3.5914 0.379 -1.992 -4.727 -0.06
C -0.4442 -7.3865 -2.9319 -1.429 -1.390 3.034 -0.04
C -0.8663 -8.4388 -3.7420 1.335 1.525 0.984 0.04
N -0.7548 -7.9658 -5.0186 1.311 2.785 1.371 -0.07
C -0.3117 -6.6533 -4.8966 -0.746 -0.568 -1.068 0.02
C -0.7919 -8.8217 -6.2019 -0.155 -0.006 -0.971 0.04
H 1.9142 -5.6777 -2.0122 -0.045 -0.140 -0.234 0.09
H 1.6206 -3.9817 -1.9392 0.253 0.196 -0.012 0.05
H 2.3770 -4.6420 -3.4014 -0.210 -0.213 -0.093 0.09
H -0.0616 -4.1719 -3.8648 0.073 -0.280 -0.316 0.11
H -0.5237 -4.7473 -2.2934 0.235 0.167 0.374 0.06
H -0.3685 -7.2608 -1.8619 -0.249 -0.817 0.209 0.13
H -1.0593 -9.4741 -3.5028 -0.178 0.139 0.003 0.16
H 0.0015 -6.0363 -5.7258 -0.291 -0.115 -0.107 0.16
H -1.6092 -9.5404 -6.1419 0.074 0.077 0.359 0.12
H 0.1569 -9.3499 -6.2972 -0.069 0.052 0.023 0.12
H -0.9845 -8.2303 -7.0970 0.191 0.089 0.128 0.11
C -1.0397 4.7709 0.4095 0.740 2.302 -0.031 -0.03
C -0.7232 6.3461 0.5296 0.542 -0.711 -0.112 -0.12
N -0.7165 7.0106 -0.7779 -2.094 -2.293 -1.507 -0.09
C -0.3049 8.2845 -0.9654 0.692 0.168 0.010 -0.03
C -0.3610 8.5694 -2.2883 -0.654 -1.123 -0.127 0.01
N -0.9617 7.4733 -2.9196 -0.028 -1.756 2.301 -0.06
C -1.2103 6.4445 -1.9502 2.562 4.853 -0.719 0.05
C -1.3052 7.4742 -4.3564 0.211 -0.608 0.179 0.03
H -2.0608 4.5626 0.0900 -0.142 0.090 0.517 0.06
H -0.7030 4.3164 1.3412 -0.487 -0.152 0.012 0.05
H -0.4131 4.3797 -0.3920 0.270 0.012 0.026 0.04
H 0.2733 6.5547 0.9190 0.536 -0.809 -0.109 0.10
H -1.2405 6.9957 1.2356 -1.195 -0.628 -0.137 0.14
H 0.0643 8.8615 -0.1304 -0.020 0.114 -0.168 0.16
H 0.0726 9.4304 -2.7752 -0.573 0.022 -0.341 0.16
H -1.4747 5.4181 -2.1575 -0.627 0.187 0.050 0.06
H -1.6852 8.4752 -4.5606 0.011 -0.325 -0.463 0.12
H -2.0080 6.6774 -4.5998 -0.506 0.356 0.460 0.09
H -0.4327 7.1860 -4.9429 0.260 0.670 0.015 0.09
C -5.3256 3.0150 2.7451 -0.988 -0.453 0.497 -0.03
C -5.2569 1.6106 2.1407 1.578 0.117 -1.578 -0.15
N -5.9846 1.4028 0.8588 -0.929 1.398 -2.734 -0.04
C -7.1194 0.6530 0.6595 -0.558 -0.845 -0.970 -0.02
C -7.5126 0.7574 -0.6680 -0.184 0.872 0.517 0.01
N -6.6945 1.6763 -1.2840 2.124 0.489 2.406 -0.05
C -5.7589 2.0283 -0.3425 -0.499 -0.190 -0.211 -0.01
C -6.8113 2.2229 -2.6504 -0.691 -0.358 -1.114 0.00
H -4.8767 3.7811 2.1129 -0.653 -0.160 -0.701 0.08
H -4.6817 3.1508 3.6140 -0.281 -0.754 0.407 0.08
H -6.3670 3.1904 3.0147 0.207 0.741 0.071 0.10
H -5.4990 0.6719 2.6390 0.007 0.655 0.996 0.12
H -4.2108 1.5729 1.8368 0.253 -0.784 -0.001 0.09
H -7.5636 0.0493 1.4371 -0.023 0.221 -0.022 0.13
H -8.3735 0.4572 -1.2468 -0.134 -0.474 0.535 0.15
H -4.9367 2.6953 -0.5559 -0.105 0.222 -0.050 0.10
H -6.0723 1.8396 -3.3540 0.382 -0.073 0.533 0.07
H -6.8171 3.3070 -2.7638 0.274 -0.039 0.826 0.10
H -7.7630 1.8956 -3.0689 -0.164 -0.099 0.356 0.11
C -1.1626 -2.4458 5.0609 0.180 -1.492 0.639 -0.02
C -2.0026 -3.7263 4.7904 3.082 -0.069 -0.325 -0.17
N -3.2379 -3.2917 4.3586 -6.365 1.208 -3.787 -0.07
C -4.1660 -2.6153 5.1129 -0.484 0.332 0.533 0.01
C -5.3279 -2.3729 4.4017 1.727 -0.295 -0.065 0.03
N -5.1062 -2.8860 3.1342 2.241 -0.360 0.409 -0.08
C -3.8380 -3.4261 3.1002 -0.289 -0.046 2.206 0.04
C -6.0069 -2.7169 1.9795 -0.316 0.000 1.118 0.02
H -1.6554 -1.9476 5.8958 0.398 0.574 -0.234 0.08
H -1.0413 -1.8683 4.1444 -0.505 0.174 0.156 0.05
H -0.1563 -2.7448 5.3543 -0.022 0.054 0.291 0.07
H -2.1211 -4.4234 5.6199 0.201 0.268 0.181 0.16
H -1.5486 -4.2557 3.9527 0.033 -0.287 0.067 0.11
H -3.8831 -2.3355 6.1169 -0.452 -0.037 0.059 0.15
H -6.2265 -1.8295 4.6538 0.078 -0.192 0.130 0.15
H -3.4098 -4.0730 2.3488 0.060 0.235 -0.360 0.09
H -6.8689 -2.1546 2.3386 0.048 -0.002 0.061 0.10
H -6.4068 -3.6924 1.7025 0.320 0.203 -0.375 0.10
H -5.5170 -2.1043 1.2227 -0.015 -0.507 -0.232 0.08
C -4.4427 -1.2139 -5.0138 0.280 0.452 -0.001 -0.07
C -5.1538 -2.5509 -5.0505 0.427 0.870 0.004 -0.14
N -4.7321 -3.2471 -3.8404 -3.558 -2.928 3.876 -0.05
C -3.7023 -4.0939 -3.6925 1.816 0.257 1.989 -0.03
C -3.6696 -4.6105 -2.3733 -1.087 -0.516 -2.095 0.00
N -4.9293 -4.4063 -1.8230 0.564 3.715 -3.749 -0.07
C -5.5649 -3.4756 -2.6858 2.313 -1.787 -0.950 0.08
C -5.5040 -4.9228 -0.6078 -0.777 0.049 0.749 0.01
H -4.4555 -0.7438 -5.9971 -0.502 0.391 0.251 0.10
H -3.3835 -1.3238 -4.7811 0.215 -0.481 -0.068 0.05
H -4.8087 -0.6112 -4.1826 -0.356 0.437 -0.399 0.07
H -4.8231 -3.0407 -5.9664 -0.262 -0.682 0.347 0.15
H -6.2405 -2.4752 -5.0150 0.128 0.072 -0.290 0.15
H -2.9831 -4.1575 -4.4957 0.242 -0.132 0.273 0.14
H -2.8917 -5.1975 -1.9077 -0.242 -0.137 0.161 0.09
H -6.6249 -3.2707 -2.6547 0.081 0.329 0.095 0.16
H -4.7805 -4.9553 0.2068 0.187 -0.122 -0.297 0.09
H -5.9615 -5.8998 -0.7635 0.282 -0.081 -0.120 0.13
H -6.3072 -4.2454 -0.3180 0.043 -0.107 -0.092 0.08
Cl -3.7573 4.0444 -2.9180 0.720 -0.572 0.364 -0.35
Cl -1.0575 -4.9112 0.7407 -0.120 0.714 -0.257 -0.44
```
Forces are in eV/Å.

ΔE to the lowest compared entry with this formula, charge and spin (kJ/mol): 670.7
Net charge: +8
HOMO-LUMO gap (Eh): 0.11897
LUMO (eV): -18.9659
Spin multiplicity: 1